Computed, not measured: a structure of composition C25H19AuBF4N3O2S2 at a distorted geometry, with ωB97M-V/def2-TZVPD.

CARTESIAN COORDINATES (ANGSTROEM)
Au -0.117 -1.198 -0.492
S -1.988 1.330 0.500
S 2.307 -0.881 3.379
F 0.730 -3.231 -1.069
F 2.946 -3.821 -1.120
F 1.651 -4.326 0.695
F 1.339 -5.445 -1.335
O -2.421 0.365 1.484
O -2.903 2.351 0.064
N -1.408 0.477 -0.783
N -0.882 -2.061 1.304
N -0.154 -1.060 -2.654
C 2.717 -0.141 0.967
C 1.533 3.576 2.258
C -0.977 -0.084 -3.103
C -0.182 -1.893 2.442
C -1.177 0.084 -4.500
C 2.583 4.430 2.946
C -1.901 1.210 -4.930
C 1.427 -0.704 0.991
C 3.287 -0.176 2.213
C -2.041 -2.699 1.256
C 0.256 2.896 0.301
C 1.309 3.608 0.873
C -1.915 -3.058 3.592
C -2.620 -3.178 2.421
C -0.529 2.091 1.134
C -2.231 1.898 -2.624
C -1.570 0.812 -2.135
C -0.692 -2.407 3.617
C -0.608 -0.849 -5.358
C 0.448 -1.899 -3.504
C 0.757 2.719 3.033
C -0.272 1.979 2.484
C -2.389 2.081 -4.025
C 1.050 -1.177 2.227
C 0.233 -1.825 -4.882
B 1.692 -4.250 -0.682
H -2.944 2.933 -4.342
H -2.702 2.552 -1.942
H -2.348 -3.531 4.462
H -2.567 -2.829 0.319
H 1.120 -2.637 -3.071
H 1.930 4.222 0.237
H -0.133 -2.267 4.547
H 4.296 0.194 2.415
H -2.082 1.332 -5.986
H 3.520 3.905 3.209
H 0.047 2.989 -0.750
H 0.688 -2.559 -5.541
H 0.918 2.726 4.106
H -3.609 -3.600 2.341
H -0.954 1.393 3.081
H 2.871 5.295 2.350
H 2.210 4.815 3.932
H -0.762 -0.746 -6.430
H 3.208 0.267 0.081

Results
net charge = 0
multiplicity = 3
Kohn-Sham gap (spin up / spin down) = 7.8 / 6.2 eV
energy relative to the best compared isomer or geometry (same formula, charge and spin) = 0.0000 eV
<S²> = 2.011
LUMO (spin up / spin down) = -0.58 / -2.18 eV